*a*
# C4H5NO

An isolated molecule of C4H5NO (the ωB97M-V functional and the def2-TZVPD basis, the OMol25 dataset).

Results
Molecular weight (g/mol): 83.1
HOMO (eV): -10.43
2S+1: 1
SMILES: CC(=O)CC#N
Gap between HOMO and LUMO (eV): 11.00

Positions of all 11 atoms, in Å:
1 O -0.923 -0.773 1.430
2 N 2.187 1.622 1.114
3 C 1.002 -0.464 0.060
4 C -0.511 -0.411 0.356
5 C 1.672 0.698 0.647
6 C -1.402 0.086 -0.753
7 H -1.456 -0.679 -1.537
8 H 1.403 -1.371 0.521
9 H 1.207 -0.488 -1.015
10 H -2.404 0.271 -0.365
11 H -0.998 0.995 -1.212

Mulliken atomic charge list, values in e, 5 entries: -0.504, -0.383, -0.362, 0.611, 0.193



*b*
# C4H5NO

An isolated molecule of C4H5NO (the ωB97M-V functional and the def2-TZVPD basis, the OMol25 dataset).

Results
Molecular weight (g/mol): 83.1
HOMO (eV): -10.62
2S+1: 1
SMILES: C[C@H](C#N)C=O
Gap between HOMO and LUMO (eV): 10.95

Positions of all 11 atoms, in Å:
1 O 0.771 -1.753 -0.882
2 N -1.934 -1.198 1.443
3 C -0.404 0.205 -0.160
4 C 0.776 0.835 0.600
5 C -1.278 -0.547 0.749
6 C 0.089 -0.816 -1.200
7 H 1.425 0.044 0.983
8 H 1.356 1.476 -0.071
9 H -1.000 0.978 -0.655
10 H 0.426 1.441 1.441
11 H -0.228 -0.666 -2.248

Mulliken atomic charge list, values in e, 5 entries: -0.424, -0.412, 0.503, -1.291, 0.065



The structure with the greatest stability is *a*.



*a*
# C5H14NO

An isolated molecule of C5H14NO (the ωB97M-V functional and the def2-TZVPD basis, the OMol25 dataset).

Results
Molecular weight (g/mol): 104.2
HOMO (spin up / spin down) (eV): -3.31 / -11.11
2S+1: 2
Gap between HOMO and LUMO (spin up / spin down) (eV): 4.01 / 11.58
Expectation value of S²: 0.7505

Positions of all 21 atoms, in Å:
1 O 1.062 -0.519 2.889
2 N 1.011 1.214 0.733
3 C 0.245 -0.106 0.685
4 C -0.160 -0.568 -2.601
5 C -0.962 -0.089 -0.224
6 C -0.157 -0.502 2.109
7 C -0.679 0.444 -1.626
8 H 1.615 1.303 -0.133
9 H 0.462 2.088 0.792
10 H -1.517 1.067 -2.011
11 H -0.906 0.132 2.613
12 H -0.857 -1.409 -2.742
13 H 1.058 -0.783 0.338
14 H 1.637 1.124 1.613
15 H 1.212 -1.462 3.016
16 H -0.005 -0.203 -3.613
17 H 0.823 -0.947 -2.316
18 H -1.825 0.489 0.167
19 H -0.602 -1.498 2.085
20 H -1.469 -1.070 -0.133
21 H 0.014 1.294 -1.643

Mulliken atomic charge list, values in e, 5 entries: -0.200, -1.904, -0.271, -1.358, -0.606



*b*
# C5H14NO

A structure of composition C5H14NO (the ωB97M-V functional and the def2-TZVPD basis, the OMol25 dataset).

Results
Molecular weight (g/mol): 104.2
HOMO (spin up / spin down) (eV): -7.69 / -7.46
2S+1: 2
Gap between HOMO and LUMO (spin up / spin down) (eV): 5.43 / 5.11
Expectation value of S²: 0.7839

Positions of all 21 atoms, in Å:
1 O -1.949 1.443 -0.507
2 N -2.951 -1.132 -0.531
3 C 2.262 0.450 -1.171
4 C 2.412 -0.618 -0.327
5 C 1.409 -1.210 0.427
6 C 0.024 -0.617 0.443
7 C -0.032 0.605 1.317
8 H -2.159 2.282 -0.933
9 H 3.088 0.969 -1.642
10 H 1.698 -2.114 0.951
11 H 1.300 0.806 -1.519
12 H -0.065 0.467 2.394
13 H -3.806 -1.675 -0.554
14 H 1.755 1.577 1.142
15 H 3.411 -1.029 -0.265
16 H 1.127 1.115 1.097
17 H -0.219 -0.275 -0.558
18 H -0.711 -1.357 0.779
19 H -2.955 -0.328 0.090
20 H -0.712 1.336 0.815
21 H -2.929 -0.696 -1.447

Mulliken atomic charge list, values in e, 5 entries: -0.907, -0.659, -1.050, 0.096, -0.486



The structure with the greatest stability is *a*.



*a*
# C4H9I2N2

A structure of composition C4H9I2N2 (the ωB97M-V functional and the def2-TZVPD basis, the OMol25 dataset).

Results
Molecular weight (g/mol): 338.9
HOMO (eV): -12.35
Charge: +1
2S+1: 1
Gap between HOMO and LUMO (eV): 8.70

Positions of all 17 atoms, in Å:
1 I -3.383 1.577 -0.193
2 I -2.777 -1.992 -0.064
3 N 0.133 -0.753 -1.348
4 N 0.180 -0.005 1.542
5 C 1.423 -0.208 -0.790
6 C -0.870 0.174 -1.190
7 C -2.015 -0.100 -0.566
8 C 1.214 0.601 0.590
9 H 1.923 0.373 -1.530
10 H 0.732 -0.935 1.836
11 H 0.088 -1.636 -0.804
12 H 1.988 0.787 1.287
13 H -0.778 1.083 -1.755
14 H 0.820 1.604 0.257
15 H 2.143 -1.001 -0.671
16 H -0.072 0.480 2.453
17 H -0.750 -0.050 0.946

Mulliken atomic charge list, values in e, 5 entries: 0.161, 0.269, -0.216, -0.258, -0.837



*b*
# C4H9I2N2

A cluster of 2 separate species, C4H9I2N2 in total (the ωB97M-V functional and the def2-TZVPD basis, the OMol25 dataset).

Results
Molecular weight (g/mol): 338.9
HOMO (eV): -10.22
Charge: +1
2S+1: 1
Gap between HOMO and LUMO (eV): 4.94

Positions of all 17 atoms, in Å:
1 I 1.333 0.915 1.426
2 I 0.308 -1.329 -2.093
3 N 2.969 -0.119 -1.550
4 N -1.528 0.748 0.239
5 C 1.801 0.059 -2.194
6 C -1.449 -1.045 1.979
7 C -2.016 -0.312 0.810
8 C -0.357 1.407 0.207
9 H -2.226 -1.676 2.238
10 H -0.146 1.906 -0.684
11 H -2.416 1.330 -0.070
12 H -0.486 -1.601 1.829
13 H 3.187 -0.969 -0.969
14 H 1.629 0.929 -2.826
15 H 3.446 0.745 -1.526
16 H -1.071 -0.185 2.694
17 H -2.978 -0.802 0.490

Mulliken atomic charge list, values in e, 5 entries: -0.042, 0.328, -0.215, -0.113, -0.282



The structure with the greatest stability is *a*.



*a*
# C3H3ClN2

An isolated molecule of C3H3ClN2 (the ωB97M-V functional and the def2-TZVPD basis, the OMol25 dataset).

Results
Molecular weight (g/mol): 102.5
HOMO (eV): -9.62
2S+1: 1
SMILES: Clc1cc[nH]n1
Gap between HOMO and LUMO (eV): 10.57

Positions of all 9 atoms, in Å:
1 Cl 2.331 -1.531 0.124
2 N 0.811 0.166 -1.137
3 N -0.395 0.782 -0.893
4 C -0.997 0.337 0.252
5 C -0.111 -0.503 0.822
6 C 0.916 -0.571 -0.100
7 H -0.439 1.662 -1.326
8 H -1.997 0.712 0.513
9 H -0.120 -1.054 1.745

Mulliken atomic charge list, values in e, 5 entries: -0.189, -0.674, 0.171, -0.511, -0.354



*b*
# C3H3ClN2

A structure of composition C3H3ClN2 (the ωB97M-V functional and the def2-TZVPD basis, the OMol25 dataset).

Results
Molecular weight (g/mol): 102.5
HOMO (eV): -9.98
2S+1: 1
Gap between HOMO and LUMO (eV): 8.05

Positions of all 9 atoms, in Å:
1 Cl 3.832 0.497 -0.794
2 N -1.552 1.209 -0.133
3 N 0.460 0.224 0.539
4 C -0.383 1.131 0.315
5 C -0.500 -0.771 0.288
6 C -1.689 -0.184 -0.114
7 H -2.639 -0.610 -0.364
8 H 2.705 0.297 -0.205
9 H -0.236 -1.793 0.469

Mulliken atomic charge list, values in e, 5 entries: -0.263, -0.461, -0.357, 0.551, -0.283



*c*
# C3H3ClN2

An isolated molecule of C3H3ClN2 (the ωB97M-V functional and the def2-TZVPD basis, the OMol25 dataset).

Results
Molecular weight (g/mol): 102.5
HOMO (eV): -9.22
2S+1: 1
SMILES: C=CC1=NN1Cl
Gap between HOMO and LUMO (eV): 8.41

Positions of all 9 atoms, in Å:
1 Cl 1.760 -0.010 -3.166
2 N -0.744 0.272 -1.713
3 N 0.594 0.816 -1.880
4 C -0.053 0.308 -0.689
5 C -0.706 -0.550 1.588
6 C 0.164 0.062 0.733
7 H 1.105 0.668 1.028
8 H -0.471 -0.518 2.583
9 H -1.649 -1.047 1.516

Mulliken atomic charge list, values in e, 5 entries: -0.200, -0.312, -0.186, 0.621, -0.608



*d*
# C3H3ClN2

An isolated molecule of C3H3ClN2 (the ωB97M-V functional and the def2-TZVPD basis, the OMol25 dataset).

Results
Molecular weight (g/mol): 102.5
HOMO (eV): -8.92
2S+1: 1
Gap between HOMO and LUMO (eV): 9.46

Positions of all 9 atoms, in Å:
1 Cl 3.275 -0.278 0.074
2 N -1.492 -1.017 -0.136
3 N 0.829 -0.071 0.004
4 C -0.550 0.019 0.388
5 C -1.663 0.159 -0.509
6 C 1.760 0.153 0.801
7 H -0.860 0.426 1.385
8 H 1.023 -0.325 -0.909
9 H -2.321 0.933 -1.098

Mulliken atomic charge list, values in e, 5 entries: -0.161, -0.448, -0.059, 0.257, -0.173



The structure with the greatest stability is *a*.



*a*
# C3H7NOS2

A cluster of 2 separate species, C3H7NOS2 in total (the ωB97M-V functional and the def2-TZVPD basis, the OMol25 dataset).

Results
Molecular weight (g/mol): 137.2
HOMO (spin up / spin down) (eV): -7.61 / -6.82
2S+1: 1
Gap between HOMO and LUMO (spin up / spin down) (eV): 7.25 / 5.85

Positions of all 14 atoms, in Å:
1 S -1.310 -1.884 0.945
2 S 1.589 -2.380 -1.047
3 O 0.047 -3.165 -1.007
4 N -0.156 0.587 0.191
5 C -0.546 -0.654 0.408
6 C 0.962 1.050 -0.594
7 C -0.910 1.554 0.937
8 H -1.856 1.725 0.381
9 H -1.019 1.199 1.970
10 H 0.501 1.740 -1.269
11 H -0.017 -3.916 -0.487
12 H 1.264 0.110 -1.126
13 H -0.371 2.508 0.773
14 H 1.823 1.526 -0.075

Mulliken atomic charge list, values in e, 5 entries: -0.211, -0.232, -0.493, 0.048, 0.461



*b*
# C3H7NOS2

A cluster of 2 separate species, C3H7NOS2 in total (the ωB97M-V functional and the def2-TZVPD basis, the OMol25 dataset).

Results
Molecular weight (g/mol): 137.2
HOMO (eV): -8.97
2S+1: 1
Gap between HOMO and LUMO (eV): 9.59

Positions of all 14 atoms, in Å:
1 S 5.004 -0.423 -0.038
2 S -1.495 -1.332 -0.463
3 O -2.012 -1.868 0.761
4 N -0.375 0.764 0.733
5 C -0.072 -0.348 0.326
6 C -1.644 1.287 0.296
7 C -2.304 0.332 -0.686
8 H -3.263 0.086 -0.237
9 H 5.821 -0.483 -1.087
10 H -1.625 2.267 -0.108
11 H -2.415 1.307 1.121
12 H -2.363 0.550 -1.676
13 H 0.910 -0.898 0.532
14 H 5.833 -1.242 0.527

Mulliken atomic charge list, values in e, 5 entries: -0.274, 0.343, -0.567, -0.388, 0.018



The structure with the greatest stability is *b*.



*a*
# C3H7N3

An isolated molecule of C3H7N3 (the ωB97M-V functional and the def2-TZVPD basis, the OMol25 dataset).

Results
Molecular weight (g/mol): 85.1
HOMO (eV): -8.71
2S+1: 1
SMILES: [H]/N=C(/N)NC=C
Gap between HOMO and LUMO (eV): 9.59

Positions of all 13 atoms, in Å:
1 N -0.587 0.676 0.565
2 N 1.337 2.087 0.554
3 N 1.313 -0.140 -0.109
4 C -0.815 -0.786 0.188
5 C -1.142 -1.344 -0.989
6 C 0.728 0.961 0.540
7 H 0.716 2.823 0.887
8 H -1.176 -1.278 1.088
9 H -1.218 1.237 1.120
10 H 1.813 0.140 -0.948
11 H -0.721 -1.010 -1.929
12 H 1.496 -1.121 0.032
13 H -1.744 -2.244 -0.999

Mulliken atomic charge list, values in e, 5 entries: -0.160, -0.683, -0.501, -0.200, -0.614



*b*
# C3H7N3

An isolated molecule of C3H7N3 (the ωB97M-V functional and the def2-TZVPD basis, the OMol25 dataset).

Results
Molecular weight (g/mol): 85.1
HOMO (eV): -8.81
2S+1: 1
SMILES: [H]/N=C\NN1CC1
Gap between HOMO and LUMO (eV): 9.77

Positions of all 13 atoms, in Å:
1 N -0.503 -0.450 0.263
2 N -2.750 0.078 -0.032
3 N 0.690 0.105 -0.412
4 C 2.060 -0.669 -0.008
5 C 1.751 0.815 0.250
6 C -1.473 0.298 -0.152
7 H 2.563 -1.007 -1.067
8 H 1.909 -1.488 0.715
9 H -0.997 1.252 -0.056
10 H 1.683 1.180 1.241
11 H 2.009 1.616 -0.524
12 H -2.990 -0.945 0.430
13 H -0.270 -1.405 -0.007

Mulliken atomic charge list, values in e, 5 entries: -0.338, -0.603, -0.253, -0.490, -0.322



The structure with the greatest stability is *a*.



*a*
# C3H2N2O2

An isolated molecule of C3H2N2O2 (the ωB97M-V functional and the def2-TZVPD basis, the OMol25 dataset).

Results
Molecular weight (g/mol): 98.1
HOMO (eV): -10.12
2S+1: 1
SMILES: O=CC(=O)N1C=N1
Gap between HOMO and LUMO (eV): 9.55

Positions of all 9 atoms, in Å:
1 O -2.381 0.325 -0.934
2 O -0.267 -1.638 -0.417
3 N 2.031 -0.624 0.632
4 N 0.644 0.240 0.649
5 C -1.704 0.237 0.056
6 C -0.386 -0.533 0.036
7 C 1.822 0.332 -0.118
8 H -1.983 0.718 1.008
9 H 2.224 0.943 -0.914

Mulliken atomic charge list, values in e, 5 entries: -0.397, -0.459, -0.311, -0.292, -0.073



*b*
# C3H2N2O2

An isolated molecule of C3H2N2O2 (the ωB97M-V functional and the def2-TZVPD basis, the OMol25 dataset).

Results
Molecular weight (g/mol): 98.1
HOMO (eV): -11.08
2S+1: 1
SMILES: O=Cc1ncno1
Gap between HOMO and LUMO (eV): 10.27

Positions of all 9 atoms, in Å:
1 O 0.228 -1.316 -0.038
2 O -2.725 -0.512 -0.164
3 N 0.520 0.866 0.054
4 N 1.615 -1.100 0.038
5 C 1.705 0.198 0.088
6 C -1.781 0.225 -0.083
7 C -0.330 -0.113 -0.022
8 H -1.846 1.322 -0.040
9 H 2.646 0.722 0.151

Mulliken atomic charge list, values in e, 5 entries: -0.101, -0.433, -0.459, -0.271, -0.069



The structure with the greatest stability is *b*.